# 1
Computed, not measured: 2 unconnected molecules or ions with the total composition C3H7FO, with the ωB97M-V functional and the def2-TZVPD basis.

The relative energy (zero: lowest compared OMol25 entry of this formula, charge and spin) comes out at 3.354 eV. The max |F| comes out at 3.4 eV Å⁻¹. The HOMO energy (spin up / spin down) is -10.02 / -8.60 eV. For the frontier orbital gap (spin up / spin down), the calculation gives 9.919 / 7.851 eV.

```
! RIJCOSX wB97M-V def2-TZVPD def2/J DEFGRID3
* xyz 0 1
C 0.80 -1.15 0.31
C -1.34 0.31 0.00
C 0.10 0.15 0.38
O 1.41 1.38 -1.29
F 0.52 0.93 1.40
H 1.22 -1.50 -0.57
H 0.22 -2.06 0.58
H 1.65 -1.20 1.05
H -1.55 -0.13 -0.95
H -1.59 1.43 -0.06
H -2.13 -0.17 0.59
H 0.69 2.01 -1.43
*
```



# 2
Computed, not measured: a single C3H7FO2 molecule, with the ωB97M-V functional and the def2-TZVPD basis.

The relative energy (zero: lowest compared OMol25 entry of this formula, charge and spin) comes out at 0.503 eV. The max |F| comes out at 3.4 eV Å⁻¹. Its SMILES is OC[C@H](O)CF. The HOMO energy is -10.21 eV. For the frontier orbital gap, the calculation gives 10.753 eV.

```
! RIJCOSX wB97M-V def2-TZVPD def2/J DEFGRID3
* xyz 0 1
C -1.03 -0.11 0.50
C 0.41 0.36 0.54
C 1.34 -0.51 -0.24
H -2.10 -0.67 -1.10
H -1.13 -1.18 0.75
H -1.56 0.36 1.27
H 0.82 0.72 1.48
H -0.34 1.38 -0.88
H 1.00 -0.67 -1.28
H 1.39 -1.52 0.24
O -1.68 0.08 -0.76
O 0.33 1.64 -0.20
F 2.56 0.14 -0.33
*
```



# 3
Computed, not measured: a molecular structure, C3H7FO2Y, with the ωB97M-V functional and the def2-TZVPD basis.

The max |F| comes out at 4.4 eV Å⁻¹. The expectation value of S² is 0.75. The HOMO energy (spin up / spin down) is -14.99 / -18.78 eV. For the frontier orbital gap (spin up / spin down), the calculation gives 4.427 / 8.204 eV.

```
! RIJCOSX wB97M-V def2-TZVPD def2/J DEFGRID3
* xyz 2 2
O -0.30 1.66 0.07
C -1.64 1.36 -0.04
C -2.01 0.01 0.55
O -1.06 -0.98 0.08
C -0.97 -2.14 0.72
Y 1.51 0.74 -0.07
H -1.98 1.38 -1.09
H -2.26 2.10 0.51
H -3.00 -0.31 0.21
H -1.97 0.03 1.65
H -0.47 -2.92 0.12
H -1.77 -2.41 1.42
H 1.66 -0.54 2.37
F 2.25 -0.55 1.49
*
```



# 4
Computed, not measured: a single C3H7FS molecule, with the ωB97M-V functional and the def2-TZVPD basis.

The relative energy (zero: lowest compared OMol25 entry of this formula, charge and spin) comes out at 0.559 eV. The max |F| comes out at 3.0 eV Å⁻¹. Its SMILES is FCCCS. The HOMO energy is -9.28 eV. For the frontier orbital gap, the calculation gives 10.145 eV.

```
! RIJCOSX wB97M-V def2-TZVPD def2/J DEFGRID3
* xyz 0 1
C -0.28 -0.27 -1.22
C -0.49 0.62 0.03
C 0.14 0.06 1.31
H 1.95 -1.01 -0.81
H -0.92 -0.10 -2.09
H -0.62 -1.34 -0.99
H -1.57 0.61 0.33
H -0.30 1.66 0.09
H 1.14 -0.27 1.26
H -0.42 -0.83 1.71
F -0.06 1.16 2.16
S 1.42 -0.29 -1.78
*
```



# 5
Computed, not measured: 2 unconnected molecules or ions with the total composition C3H7FS3, with the ωB97M-V functional and the def2-TZVPD basis.

The relative energy (zero: lowest compared OMol25 entry of this formula, charge and spin) comes out at 0.000 eV. The max |F| comes out at 0.7 eV Å⁻¹. The HOMO energy is -9.08 eV. For the frontier orbital gap, the calculation gives 8.677 eV.

```
! RIJCOSX wB97M-V def2-TZVPD def2/J DEFGRID3
* xyz 0 1
C -2.10 -1.05 -0.12
C -1.76 0.29 0.51
C 2.48 -0.19 0.09
F -1.39 1.20 -0.46
S 2.22 1.27 1.03
S 2.24 -1.65 0.77
S 3.00 -0.08 -1.58
H -2.96 -0.97 -0.77
H -2.31 -1.77 0.67
H -1.25 -1.41 -0.70
H -0.91 0.21 1.19
H 2.31 2.17 0.05
H -2.61 0.72 1.04
H 3.04 1.26 -1.70
*
```



# 6
Computed, not measured: a gas-phase ion, C3H7IN (charge +1), with the ωB97M-V functional and the def2-TZVPD basis.

The relative energy (zero: lowest compared OMol25 entry of this formula, charge and spin) comes out at 4.891 eV. The max |F| comes out at 3.3 eV Å⁻¹. The HOMO energy (spin up / spin down) is -13.70 / -13.53 eV. For the frontier orbital gap (spin up / spin down), the calculation gives 8.115 / 8.654 eV.

```
! RIJCOSX wB97M-V def2-TZVPD def2/J DEFGRID3
* xyz 1 1
C 0.64 -0.91 -1.00
C 1.05 0.25 -0.01
C -1.30 0.44 -0.09
N -0.17 0.44 0.86
I -3.03 -0.56 0.67
H 1.10 -0.90 -1.96
H 0.74 -1.90 -0.65
H 1.86 -0.18 0.44
H 1.41 1.11 -0.61
H -1.62 1.38 -0.42
H -0.38 -0.45 1.34
H -0.30 1.29 1.44
*
```



# 7
Computed, not measured: 2 unconnected molecules or ions with the total composition C3H7IN3, with the ωB97M-V functional and the def2-TZVPD basis.

The relative energy (zero: lowest compared OMol25 entry of this formula, charge and spin) comes out at 4.552 eV. The max |F| comes out at 6.1 eV Å⁻¹. The HOMO energy (spin up / spin down) is -13.60 / -13.76 eV. For the frontier orbital gap (spin up / spin down), the calculation gives 5.514 / 5.686 eV.

```
! RIJCOSX wB97M-V def2-TZVPD def2/J DEFGRID3
* xyz 1 1
C 0.78 -1.52 0.60
C -0.75 -0.76 -0.71
C -0.83 1.46 0.42
N -0.17 -1.88 -0.15
N 0.92 -0.23 0.73
N 0.02 0.42 -0.13
I 3.67 0.28 -0.07
H 1.35 -2.22 1.13
H -0.46 -0.73 -1.85
H -1.85 -0.57 -0.44
H -0.19 2.24 0.77
H -1.42 1.68 -0.45
H -1.57 0.93 1.00
H 0.50 0.90 -0.84
*
```



# 8
Computed, not measured: a gas-phase ion, C3H7IN3 (charge +1), with the ωB97M-V functional and the def2-TZVPD basis.

The relative energy (zero: lowest compared OMol25 entry of this formula, charge and spin) comes out at 4.466 eV. The max |F| comes out at 4.5 eV Å⁻¹. Its SMILES is C[N@H+]1CN1/C=N/I. The HOMO energy is -13.31 eV. For the frontier orbital gap, the calculation gives 9.233 eV.

```
! RIJCOSX wB97M-V def2-TZVPD def2/J DEFGRID3
* xyz 1 1
C 1.25 0.59 -1.24
C -0.59 -1.04 -0.77
C -1.51 0.40 1.31
N -0.13 0.37 -0.88
N 1.93 -0.19 -0.48
N -0.46 -0.08 0.42
I 3.97 -0.11 -0.18
H 1.55 1.43 -1.82
H -1.59 -1.25 -1.33
H 0.39 -1.74 -0.82
H -1.61 -0.35 2.13
H -1.02 1.31 1.72
H -2.49 0.72 0.88
H 0.31 -0.05 1.07
*
```



# 9
Computed, not measured: a single C3H7IN3P molecule, with the ωB97M-V functional and the def2-TZVPD basis.

The relative energy (zero: lowest compared OMol25 entry of this formula, charge and spin) comes out at 1.797 eV. The max |F| comes out at 6.8 eV Å⁻¹. The expectation value of S² is 2.04. The HOMO energy (spin up / spin down) is -6.90 / -9.43 eV. For the frontier orbital gap (spin up / spin down), the calculation gives 6.270 / 6.597 eV.

```
! RIJCOSX wB97M-V def2-TZVPD def2/J DEFGRID3
* xyz 0 3
C -1.31 1.34 0.73
C -0.79 0.06 0.15
C 0.51 -0.40 0.85
N 1.37 -2.06 -0.62
N 0.61 -0.17 -3.14
N 1.20 -0.85 -0.38
P 0.40 0.20 -1.69
I 0.31 -1.97 2.35
H -0.51 2.02 0.97
H -2.05 1.97 0.26
H -1.96 1.13 1.56
H -1.40 -0.83 0.08
H 1.03 0.24 1.56
H 1.67 -2.12 -1.67
H 0.92 1.44 -1.01
*
```



# 10
Computed, not measured: a gas-phase ion, C3H7INO (charge +1), with the ωB97M-V functional and the def2-TZVPD basis.

The relative energy (zero: lowest compared OMol25 entry of this formula, charge and spin) comes out at 0.978 eV. The max |F| comes out at 1.4 eV Å⁻¹. The HOMO energy is -14.47 eV. For the frontier orbital gap, the calculation gives 9.745 eV.

```
! RIJCOSX wB97M-V def2-TZVPD def2/J DEFGRID3
* xyz 1 1
C -0.81 -0.58 -0.51
C 0.26 0.32 -1.23
C 1.05 0.73 0.87
N -0.36 -0.86 0.84
O 1.35 0.44 -0.34
I -0.22 2.31 1.42
H -1.76 -0.05 -0.47
H -0.93 -1.49 -1.09
H 0.65 -0.13 -2.14
H -0.18 1.30 -1.46
H 1.81 0.49 1.61
H -1.08 -0.79 1.55
H 0.19 -1.70 0.94
*
```



# 11
Computed, not measured: a gas-phase ion, C3H7INS (charge +1), with the ωB97M-V functional and the def2-TZVPD basis.

The relative energy (zero: lowest compared OMol25 entry of this formula, charge and spin) comes out at 0.076 eV. The max |F| comes out at 4.6 eV Å⁻¹. Its SMILES is I[C@H]1[NH2+]CCS1. The HOMO energy is -13.55 eV. For the frontier orbital gap, the calculation gives 8.988 eV.

```
! RIJCOSX wB97M-V def2-TZVPD def2/J DEFGRID3
* xyz 1 1
C 0.51 0.61 0.60
C 0.99 -0.69 0.89
C -1.03 -0.43 -0.82
N -0.04 0.68 -0.77
S -0.16 -1.81 -0.01
I -2.94 0.47 0.05
H -0.27 0.77 1.32
H 1.33 1.34 0.61
H 2.07 -0.86 0.63
H 0.94 -1.01 1.98
H -1.37 -0.75 -1.84
H -0.71 1.30 -1.16
H 0.69 0.39 -1.49
*
```



# 12
Computed, not measured: 2 unconnected molecules or ions with the total composition C3H7IOS2, with the ωB97M-V functional and the def2-TZVPD basis.

The relative energy (zero: lowest compared OMol25 entry of this formula, charge and spin) comes out at 0.664 eV. The max |F| comes out at 1.8 eV Å⁻¹. The HOMO energy (spin up / spin down) is -9.64 / -9.22 eV. For the frontier orbital gap (spin up / spin down), the calculation gives 7.000 / 5.674 eV.

```
! RIJCOSX wB97M-V def2-TZVPD def2/J DEFGRID3
* xyz 0 1
C 0.34 0.57 1.45
C 0.82 0.49 -1.06
C 0.25 -0.19 0.15
O -2.15 -1.09 1.02
S -2.35 1.26 -0.65
S -1.60 -0.53 -0.20
I 0.02 -3.54 -2.21
H 0.04 1.61 1.32
H -0.27 0.10 2.22
H 1.38 0.56 1.79
H 1.88 0.66 -0.91
H 0.34 1.44 -1.24
H 0.69 -0.14 -1.94
H 0.62 -1.21 0.27
*
```



- Which of these has the highest max |F|?
  C3H7IN3P